[1]
DFT (ωB97M-V/def2-TZVPD) results for a 35-piece molecular cluster, H70O35 overall at a distorted geometry.

As for the charge: 0. The value obtained for the LUMO energy is -0.085 eV. The energy above the lowest of the compared OMol25 structures with the same formula, charge and spin comes out at 33.7 kcal/mol. As for the maximum force: 3.8 eV/Å.

Element x y z (Å)
O  8.1779  8.4466  14.0722
O  11.4468  12.9957  15.9330
O  13.9198  10.5194  9.5965
O  13.1626  16.2867  10.2477
O  7.2957  10.5359  10.4296
O  8.8944  7.4385  11.5803
O  12.8717  13.7152  8.8416
O  8.0007  12.8653  11.3856
O  15.5656  16.3006  12.1545
O  10.7526  7.3297  15.3350
O  10.7811  14.1862  13.6622
O  5.3918  13.7739  13.2670
O  9.9727  8.4625  7.6106
O  13.7635  10.5132  14.7461
O  7.2040  12.2342  17.8240
O  10.9659  8.1703  9.9640
O  9.6895  11.3497  17.1879
O  8.3061  13.4529  14.1872
O  12.5679  8.0909  13.5385
O  15.6224  13.4649  11.7100
O  12.6862  15.9000  13.0463
O  8.5350  10.5792  8.1163
O  13.5563  7.6558  10.7747
O  11.2209  11.7358  7.8542
O  12.9211  12.4908  12.3427
O  14.2001  14.7449  15.6280
O  4.9513  11.2797  11.5316
O  11.9141  9.5332  16.7451
O  10.4532  10.5619  11.0236
O  10.2220  16.7510  11.3920
O  16.1950  10.7646  13.3864
O  6.8981  10.9411  14.6132
O  8.1721  14.6219  16.6463
O  10.7613  16.1108  17.0497
O  10.5739  9.9759  13.5730
H  10.4518  10.2278  12.5799
H  13.4970  11.2241  14.1409
H  5.6790  13.2423  14.0602
H  11.2546  13.5336  15.1125
H  10.8487  15.2507  16.5763
H  7.9736  7.7656  13.3934
H  9.8559  7.0857  15.0978
H  9.7455  7.5495  11.0057
H  13.4359  7.9333  11.7243
H  7.9688  12.5663  14.5426
H  9.8601  14.2747  13.3819
H  8.1148  11.8767  17.7773
H  9.5232  10.7164  10.8367
H  9.5265  7.9725  6.9277
H  8.2265  13.2243  12.3122
H  4.5201  10.9545  12.2857
H  13.0316  10.6323  9.2837
H  15.6884  15.3537  12.0889
H  9.3400  9.1000  7.7830
H  14.0878  11.3566  10.0101
H  8.8095  15.3649  16.8758
H  14.5123  15.0538  16.4733
H  16.2130  12.8938  12.1314
H  5.1781  12.2157  11.7840
H  11.2771  8.9392  16.3062
H  6.4406  10.2138  10.7971
H  12.4143  8.8799  17.2785
H  8.8982  8.8194  13.5486
H  13.1842  15.4312  9.7471
H  13.3823  8.4907  13.8881
H  8.4818  14.0110  15.0124
H  10.9336  16.3834  10.8245
H  12.1647  12.0218  11.9182
H  14.9528  14.6314  15.0408
H  10.2893  12.0974  16.9404
H  12.9459  16.2225  12.2138
H  12.3554  12.9901  8.5054
H  7.7864  10.6365  8.7859
H  11.2934  7.4835  14.5740
H  7.2893  11.3615  10.9747
H  12.3820  13.2212  16.1404
H  15.7459  11.0358  14.2324
H  10.6398  17.2940  12.0156
H  7.0381  10.8756  15.6128
H  11.9936  8.8239  13.5867
H  13.9960  8.4273  10.3818
H  11.2448  15.0468  13.4336
H  7.2698  10.1502  14.2850
H  13.3085  16.2484  13.7202
H  11.5651  10.8492  7.4868
H  10.5320  16.8091  16.4241
H  10.3205  11.4618  7.9536
H  7.9379  13.9615  17.3546
H  10.2500  10.5777  17.3424
H  11.8240  7.7606  9.9834
H  13.7800  13.3957  8.7559
H  8.2386  7.6476  10.9450
H  14.7070  13.1670  11.8160
H  12.4523  13.2542  12.6927
H  8.1951  13.6615  10.8542
H  10.6337  8.1998  9.0742
H  13.9463  16.7810  10.0919
H  10.7495  10.7679  14.1002
H  10.7568  9.8284  10.5023
H  8.0164  10.9179  7.4048
H  16.4627  16.7082  12.1483
H  15.8919  9.8564  13.2421
H  6.1680  14.3382  13.1233
H  6.9098  12.1895  18.7169
H  12.9993  10.3337  15.3739

Atoms 1-3, force components in eV/Å:
O -0.31 -0.86 -1.04
O 1.08 0.96 -0.19
O 0.45 -0.60 -0.16



[2]
DFT (ωB97M-V/def2-TZVPD) results for one molecule with the formula C22H23NO6 at a distorted geometry.

As for the charge: 0. The value obtained for the LUMO energy is 0.334 eV. The energy above the lowest of the compared OMol25 structures with the same formula, charge and spin comes out at 0.0 kcal/mol. As for the maximum force: 1.2 eV/Å. Its SMILES is Cc1c(CCC(=O)N[C@@H](C)C(=O)O)c(=O)oc2cc3oc4c(c3cc12)CCCC4.

Element x y z (Å)
O  0.8367  -1.9290  2.2941
O  -1.9802  -2.7544  -1.2762
O  -0.1084  -0.2713  -4.8928
O  1.1607  -1.7262  6.7404
O  3.0065  -0.5827  6.2233
O  -2.8191  -3.9472  0.3690
N  0.0536  -1.2770  4.3037
C  0.9134  0.9807  4.7950
C  0.4527  0.9749  -4.9048
C  -2.3009  -2.9067  0.0335
C  -1.0922  -1.6296  -3.1087
C  1.7745  -1.0258  5.9807
C  -1.2429  -2.8801  3.0579
C  -1.4342  -0.6576  0.4985
C  1.1833  3.0743  -5.9256
C  1.2262  -0.5142  4.6576
C  -1.1133  0.5046  1.3855
C  0.4539  1.5534  -3.6782
C  0.9875  1.5725  -6.1555
C  -1.3856  -1.6348  -1.7497
C  -0.1628  0.6075  -2.7949
C  -0.4836  -0.5018  -3.6157
C  -2.3827  -2.1054  2.3693
C  -2.0167  -1.7976  0.9450
C  1.0089  2.9119  -3.4148
C  1.8895  3.3334  -4.5939
C  -0.4648  0.5821  -1.4453
C  -0.0032  -2.0181  3.1640
C  -1.0877  -0.5430  -0.9036
H  1.7659  3.4965  -6.7454
H  -1.4771  0.3543  2.3955
H  -1.0096  -3.7562  2.4523
H  -2.6214  -1.2048  2.9344
H  2.1386  4.3922  -4.5066
H  -1.5556  1.4163  0.9863
H  -0.5611  -1.5028  5.0724
H  -1.5683  -3.2066  4.0461
H  1.8153  1.5231  5.0639
H  0.2093  3.5675  -5.9143
H  1.9425  1.1005  -6.4079
H  3.3280  -0.9094  7.0793
H  0.1605  1.1378  5.5647
H  0.5367  1.3638  3.8512
H  -1.3359  -2.4830  -3.7182
H  0.1868  3.6237  -3.2883
H  -0.0323  0.6285  1.4256
H  -0.2113  1.4271  -0.8277
H  1.5873  2.9103  -2.4883
H  2.8209  2.7644  -4.5687
H  -3.2612  -2.7535  2.3532
H  1.9703  -0.6700  3.8684
H  0.3028  1.3874  -6.9858

Atoms 1-3, force components in eV/Å:
O 0.26 -0.05 -0.35
O -0.07 -0.26 -0.14
O -0.06 -0.34 -0.35



[3]
DFT (ωB97M-V/def2-TZVPD) results for one molecule with the formula C3H6O.

As for the charge: 0. The value obtained for the LUMO energy is 0.971 eV. The energy above the lowest of the compared OMol25 structures with the same formula, charge and spin comes out at 0.5 kcal/mol. As for the maximum force: 0.4 eV/Å. Its SMILES is CC(C)=O.

Element x y z (Å)
O  -1.6195  -0.2606  -0.8264
C  -0.5590  -0.0969  -0.2629
C  0.3521  -1.2590  0.0698
C  -0.0725  1.2949  0.0968
H  1.2435  -1.2233  -0.5695
H  0.4057  1.7393  -0.7844
H  -0.9297  1.9192  0.3590
H  -0.1752  -2.1989  -0.1024
H  0.6984  -1.2068  1.1073
H  0.6562  1.2921  0.9126

Atoms 1-3, force components in eV/Å:
O 0.36 0.04 0.24
C -0.14 0.01 -0.15
C -0.03 -0.09 0.00